This record from the OMol25 dataset describes C2H19CdO8 as an isolated structure at a distorted geometry. The level of theory is wB97M-V/def2-TZVPD.

Last column: natural (NBO) charge in e.
Atoms and positions in Å:
Cd  -9.283  13.186  -13.168  1.759
C  -9.268  16.769  -15.606  -0.613
C  -9.718  15.338  -15.443  -0.094
O  -9.657  15.129  -13.999  -1.060
H  -8.217  16.857  -15.364  0.192
H  -9.819  17.613  -15.147  0.219
H  -9.260  17.015  -16.638  0.196
H  -9.045  14.691  -16.060  0.126
H  -10.741  15.258  -15.655  0.149
O  -11.399  13.655  -12.351  -0.986
H  -11.744  14.506  -12.029  0.502
H  -12.125  13.384  -12.962  0.507
O  -8.914  14.504  -11.138  -0.970
H  -8.217  14.875  -10.605  0.495
H  -9.743  14.782  -10.720  0.493
O  -10.465  10.983  -13.019  -0.951
H  -11.068  10.778  -13.710  0.471
H  -10.798  10.420  -12.316  0.498
O  -8.480  11.770  -14.837  -0.966
H  -7.729  11.189  -14.977  0.498
H  -9.139  11.265  -15.358  0.486
O  -7.028  14.047  -13.464  -0.996
H  -6.937  14.518  -14.321  0.516
H  -6.358  14.293  -12.815  0.495
O  -11.123  12.718  -15.122  -0.961
H  -10.867  13.186  -15.933  0.511
H  -11.363  11.829  -15.390  0.461
O  -7.835  11.833  -11.848  -0.973
H  -6.909  11.705  -11.990  0.498
H  -7.957  11.798  -10.898  0.499

Output
* net charge: +1
* gap between HOMO and LUMO: 7.2 eV
* maximum force: 3.8 eV Å⁻¹
* HOMO level: -10.5 eV
* energy above the lowest of the compared OMol25 structures with the same formula, charge and spin: 0.0 kJ/mol
* 2S+1: 1